[1]
Molecular formula: C48H48I2N8O9P2PbS
Method: DFT, wB97M-V/def2-TZVPD

Structure (XYZ):
```
119
Properties=species:S:1:pos:R:3
Pb -0.38 -0.68 0.97
O 3.49 2.63 -1.34
C 4.44 2.34 -0.43
C 5.75 2.75 -0.70
C 6.75 2.49 0.22
C 6.47 1.81 1.40
C 5.18 1.41 1.66
C 4.14 1.68 0.77
C 2.72 1.30 1.08
O 1.86 1.37 0.16
N 2.50 1.01 2.35
N 1.23 0.62 2.59
C 0.88 0.66 3.81
C -0.49 0.32 4.23
C -0.78 0.12 5.58
C -2.06 -0.21 5.95
C -3.05 -0.31 4.98
C -2.69 -0.08 3.66
N -1.44 0.22 3.29
H 2.66 2.23 -0.98
H 5.94 3.26 -1.63
H 7.77 2.81 0.00
H 7.26 1.60 2.11
H 4.93 0.88 2.57
H 1.59 0.98 4.58
H 0.02 0.19 6.31
H -2.30 -0.41 6.99
H -4.07 -0.57 5.23
H -3.42 -0.15 2.86
O -2.42 -4.15 2.97
C -2.07 -3.20 2.29
O -0.97 -2.57 2.36
C -3.16 -2.74 1.26
C -4.41 -3.42 1.34
C -5.45 -3.01 0.58
C -5.27 -1.95 -0.34
C -6.29 -1.48 -1.20
C -6.03 -0.51 -2.13
C -4.73 0.01 -2.24
C -3.74 -0.40 -1.39
C -3.99 -1.37 -0.40
N -2.97 -1.73 0.45
H -4.47 -4.24 2.03
H -6.43 -3.48 0.66
H -7.28 -1.92 -1.11
H -6.82 -0.16 -2.78
H -4.50 0.75 -3.00
H -2.73 -0.02 -1.50
C -2.64 2.34 0.13
P -0.83 2.07 -0.12
C -0.79 1.89 -2.01
N -1.32 2.90 -2.63
C -1.45 2.88 -3.98
C -2.05 3.97 -4.66
C -2.21 3.92 -6.01
C -1.79 2.78 -6.74
C -1.20 1.72 -6.11
C -1.01 1.77 -4.70
N -0.43 0.72 -4.07
C -0.30 0.72 -2.77
P 0.44 -0.86 -1.99
C 2.17 -0.75 -2.57
C -0.14 -2.26 -3.14
C 0.44 -2.23 -4.56
C -1.66 -2.28 -3.21
C 0.36 -3.60 -2.54
C -0.23 3.85 0.22
C 1.12 4.12 -0.45
C -1.21 4.96 -0.19
C -0.05 3.88 1.75
H -3.12 2.85 -0.70
H -2.76 2.91 1.05
H -3.12 1.37 0.29
H -2.38 4.82 -4.08
H -2.67 4.75 -6.53
H -1.93 2.75 -7.82
H -0.87 0.84 -6.64
H 2.21 -0.43 -3.61
H 2.63 -1.73 -2.42
H 2.73 -0.06 -1.95
H 0.21 -1.30 -5.07
H 0.00 -3.06 -5.13
H 1.52 -2.38 -4.56
H -2.07 -1.34 -3.61
H -2.09 -2.46 -2.22
H -1.99 -3.09 -3.86
H 1.41 -3.72 -2.81
H -0.20 -4.38 -3.05
H 0.82 -3.36 -0.46
H 1.08 3.95 -1.53
H 1.91 3.50 -0.04
H 1.40 5.17 -0.29
H -1.50 4.86 -1.24
H -0.72 5.92 -0.06
H -2.11 4.96 0.42
H 0.74 3.19 2.06
H -0.96 3.61 2.27
H 0.24 4.89 2.06
I 0.14 -6.30 0.93
I 1.91 -8.50 2.42
O -1.63 -5.46 -1.66
S -1.08 -4.72 -0.48
N 0.23 -3.86 -1.12
O 3.82 -2.48 -0.16
C 2.98 -2.23 0.71
O 1.73 -2.01 0.52
C 3.45 -2.11 2.15
C 4.81 -2.01 2.40
C 5.29 -1.89 3.70
C 4.40 -1.83 4.76
C 3.04 -1.91 4.48
C 2.55 -2.08 3.20
N 2.09 -1.75 5.60
O 0.91 -1.74 5.35
O 2.55 -1.58 6.73
H 5.48 -2.04 1.55
H 6.35 -1.83 3.88
H 4.73 -1.72 5.78
H 1.48 -2.18 3.03
```

## Properties
* charge: -2
* HOMO: -1.67 eV
* LUMO: 2.70 eV
* gap between HOMO and LUMO: 4.36 eV
* strongest force on any atom: 1.082 eV Å⁻¹

Mulliken population analysis, charges in e, atoms 1 to 8: Pb 3.35; O -0.63; C 0.54; C -0.75; C -0.36; C -1.03; C -0.65; C 0.45

=====

[2]
Molecular formula: C48H48O32
Method: DFT, wB97M-V/def2-TZVPD

Structure (XYZ):
```
128
Properties=species:S:1:pos:R:3
C 6.95 -2.88 1.34
C 6.45 -1.80 2.03
C 5.19 -1.10 1.69
O 4.71 -0.08 2.17
C 4.55 -1.69 0.61
C 4.94 -2.79 -0.11
C 6.21 -3.53 0.19
O 6.51 -4.60 -0.31
H 7.77 -3.47 1.74
H 6.86 -1.57 3.01
H 3.62 -1.29 0.24
H 4.36 -2.98 -1.01
C -4.55 2.20 2.07
C -5.66 2.43 2.79
C -5.65 2.48 4.30
O -6.66 2.62 4.95
C -4.30 2.26 4.86
C -3.19 2.01 4.11
C -3.20 1.92 2.64
O -2.20 1.59 2.00
H -4.57 2.31 1.00
H -6.51 2.67 2.16
H -4.10 2.61 5.86
H -2.26 2.05 4.66
C 2.26 -4.90 1.72
C 2.91 -5.24 2.86
C 3.50 -6.51 3.11
O 4.08 -6.73 4.17
C 3.30 -7.37 1.98
C 2.69 -7.06 0.84
C 2.05 -5.74 0.62
O 1.65 -5.42 -0.49
H 2.00 -3.85 1.74
H 3.00 -4.51 3.65
H 3.82 -8.31 2.07
H 2.57 -7.72 0.00
C -2.10 5.30 -2.30
C -3.11 6.13 -2.51
C -3.92 6.76 -1.50
O -5.12 7.10 -1.71
C -3.20 6.78 -0.23
C -2.15 5.94 0.08
C -1.46 5.06 -0.89
O -0.52 4.24 -0.57
H -1.65 4.73 -3.11
H -3.53 6.31 -3.49
H -3.61 7.43 0.53
H -1.78 5.92 1.10
C 0.34 0.63 3.59
C 1.73 0.18 3.26
O 2.34 0.08 4.52
C 1.46 0.21 5.49
O 1.69 -0.11 6.61
O 0.26 0.59 5.00
H -0.40 -0.07 3.20
H 0.23 1.59 3.07
H 2.36 0.89 2.71
H 1.69 -0.82 2.83
C 3.03 5.50 0.87
C 3.23 4.01 0.35
O 2.81 3.27 1.45
C 2.46 4.01 2.49
O 2.11 3.53 3.58
O 2.56 5.32 2.19
H 2.31 6.05 0.26
H 3.99 6.01 0.85
H 4.30 3.79 0.28
H 2.54 3.81 -0.47
C 0.80 4.91 -5.84
C 0.99 3.46 -6.19
O 1.40 2.75 -4.97
C 1.15 3.54 -3.95
O 1.21 3.27 -2.74
O 0.89 4.75 -4.45
H -0.19 5.34 -6.01
H 1.58 5.53 -6.28
H 1.81 3.35 -6.91
H 0.02 3.16 -6.58
C -4.46 -0.79 -0.80
C -5.92 -0.77 -0.38
O -6.48 -1.97 -0.90
C -5.63 -2.57 -1.67
O -5.90 -3.48 -2.42
O -4.41 -1.90 -1.69
H -3.81 -0.72 0.07
H -4.29 0.11 -1.40
H -6.46 0.11 -0.73
H -5.98 -0.69 0.71
C -2.51 -2.06 2.85
C -3.23 -3.39 2.72
O -4.55 -3.00 2.88
C -4.73 -1.80 3.28
O -5.85 -1.26 3.36
O -3.54 -1.19 3.39
H -2.20 -1.79 1.84
H -1.77 -2.10 3.65
H -2.96 -4.03 3.56
H -2.95 -3.90 1.80
C 0.90 0.94 -0.43
C -0.48 0.91 -0.91
O -0.95 -0.34 -0.45
C 0.01 -1.00 0.25
O -0.16 -2.08 0.79
O 1.11 -0.32 0.13
H 1.20 1.72 0.27
H 1.47 1.04 -1.35
H -0.41 0.95 -2.00
H -1.01 1.75 -0.45
C 2.92 -1.47 -5.69
C 1.99 -0.38 -5.36
O 2.51 0.03 -4.16
C 2.83 -1.06 -3.50
O 2.72 -1.26 -2.32
O 3.21 -2.02 -4.39
H 3.79 -1.22 -6.29
H 2.35 -2.18 -6.30
H 0.92 -0.54 -5.50
H 2.14 0.42 -6.08
C -1.02 -3.95 -1.70
C -0.75 -5.27 -2.40
O -0.26 -4.88 -3.72
C -0.25 -3.51 -3.79
O 0.01 -2.88 -4.80
O -0.61 -2.92 -2.60
H -0.47 -4.01 -0.76
H -2.02 -3.94 -1.27
H -1.73 -5.75 -2.41
H 0.00 -5.82 -1.84
```

## Properties
* charge: 0
* HOMO: -10.11 eV
* LUMO: -2.67 eV
* gap between HOMO and LUMO: 7.44 eV
* SMILES: O=C1C=CC(=O)C=C1.O=C1C=CC(=O)C=C1.O=C1C=CC(=O)C=C1.O=C1C=CC(=O)C=C1.O=C1OCCO1.O=C1OCCO1.O=C1OCCO1.O=C1OCCO1.O=C1OCCO1.O=C1OCCO1.O=C1OCCO1.O=C1OCCO1
* strongest force on any atom: 5.905 eV Å⁻¹

Mulliken population analysis, charges in e, atoms 1 to 8: C -0.60; C -0.40; C 0.29; O -0.49; C -0.16; C -0.26; C 0.24; O -0.57